(1)
This record from the Open Molecules 2025 dataset describes a structure of composition C35H35BrCl2IN7O4SeTi. The level of theory is the ωB97M-V functional and the def2-TZVPD basis.

The value obtained for the HOMO energy (alpha / beta) is -5.745 / -5.746 eV. Its orbital gap (alpha / beta) is 3.85 / 3.85 eV.

The geometry in XYZ format:
```
87
C35H35BrCl2IN7O4SeTi | the Open Molecules 2025 dataset | the ωB97M-V functional and the def2-TZVPD basis
Ti 0.658 -0.227 0.596
O 0.350 -4.241 -0.897
C 1.543 -4.692 -0.463
C 1.947 -5.965 -0.872
C 3.159 -6.484 -0.471
C 3.985 -5.750 0.366
C 3.589 -4.497 0.791
C 2.378 -3.952 0.380
C 2.073 -2.522 0.793
O 0.798 -2.089 0.568
N 3.029 -1.670 0.058
N 2.563 -0.407 -0.182
C 3.317 0.305 -1.047
C 3.129 1.573 -1.387
Br -0.107 -0.259 -1.833
C 3.105 2.804 -1.810
C 3.753 3.932 -1.141
C 4.261 3.805 0.153
C 4.857 4.884 0.773
C 4.959 6.099 0.112
C 4.455 6.232 -1.171
C 3.862 5.155 -1.800
H 0.209 -3.337 -0.516
H 1.293 -6.523 -1.524
H 3.469 -7.460 -0.817
H 4.936 -6.147 0.680
H 4.221 -3.910 1.444
H 2.324 -2.406 1.874
H 3.442 -2.125 -0.760
H 4.162 -0.219 -1.514
H 2.556 3.041 -2.717
H 4.146 2.863 0.674
H 5.235 4.789 1.780
H 5.399 6.948 0.611
H 4.523 7.183 -1.680
H 3.460 5.262 -2.800
Cl -1.245 -1.316 7.361
C -0.514 -0.983 5.827
C 0.874 -0.882 5.754
C 1.447 -0.580 4.531
Cl 3.166 -0.476 4.392
C 0.698 -0.365 3.364
O 1.273 -0.002 2.258
C -0.731 -0.546 3.456
C -1.520 -0.461 2.300
O -1.069 -0.305 1.100
C -1.307 -0.833 4.719
H 1.488 -1.027 6.626
H -2.610 -0.545 2.403
H -2.380 -0.920 4.806
N -4.304 -3.918 -0.589
C -3.897 -3.423 0.755
C -2.354 -3.423 0.792
N -1.804 -2.664 -0.283
C -2.264 -3.045 -1.584
C -3.796 -3.028 -1.674
H -5.321 -4.032 -0.646
H -3.848 -4.830 -0.725
H -4.318 -4.067 1.527
H -4.277 -2.408 0.882
H -1.992 -4.457 0.721
H -2.008 -3.003 1.738
H -1.798 -1.662 -0.119
H -1.896 -4.052 -1.806
H -1.831 -2.354 -2.310
H -4.141 -3.402 -2.637
H -4.181 -2.022 -1.513
I -5.514 4.958 -0.447
C -4.083 3.437 -0.525
C -3.396 3.007 -1.639
N -2.644 1.976 -1.228
N -2.791 1.726 0.068
C -3.665 2.602 0.519
H -3.406 3.349 -2.654
H -1.945 1.461 -1.753
H -3.965 2.619 1.546
Se 0.278 2.337 0.165
C 1.080 3.913 0.863
C 1.112 5.054 0.057
C 1.675 6.212 0.556
N 2.168 6.314 1.782
C 2.125 5.234 2.548
C 1.607 4.014 2.147
H 0.708 5.009 -0.944
H 1.745 7.107 -0.052
H 2.531 5.362 3.546
H 1.614 3.160 2.815
```

Mulliken atomic charge list, values in e, 6 entries: -0.405, -0.475, 0.364, -0.609, -0.466, -0.760

---

(2)
This record from the Open Molecules 2025 dataset describes a cluster of 14 separate species, C4H32O17 in total. The level of theory is the ωB97M-V functional and the def2-TZVPD basis.

The net charge is +1. Its expectation value of S² is 0.755. As for the spin multiplicity: 2. The value obtained for the HOMO energy (alpha / beta) is -13.303 / -13.301 eV. Its orbital gap (alpha / beta) is 9.52 / 3.80 eV.

The geometry in XYZ format:
```
53
C4H32O17 | the Open Molecules 2025 dataset | the ωB97M-V functional and the def2-TZVPD basis
O 1.194 1.516 2.932
C 0.021 1.555 2.691
O -0.956 1.393 3.611
C -0.673 1.471 1.306
C 0.275 1.005 0.213
C 0.777 -0.433 0.189
O 1.147 -0.877 1.346
O 1.124 -0.961 -0.875
H -0.723 1.247 4.529
H -1.118 2.438 1.072
H -1.523 0.807 1.467
H 1.229 1.564 0.279
H -0.121 1.287 -0.763
H 1.426 -1.838 1.397
H -0.411 1.988 -2.686
H 0.652 2.925 -2.127
O -0.319 2.897 -2.319
H -0.892 -0.578 3.901
H 0.335 -1.463 3.514
O -0.483 -1.458 4.034
H 0.777 -3.697 -1.490
H 2.148 -4.149 -1.722
O 1.457 -4.268 -1.058
H 2.081 4.319 -1.516
H 2.643 3.286 -0.492
O 2.282 3.391 -1.371
H -1.949 -1.706 -1.864
H -2.949 -0.758 -2.405
O -2.290 -1.388 -2.714
H 2.895 -4.020 1.476
H 1.838 -3.695 0.427
O 2.136 -3.437 1.344
H -3.210 1.374 -3.542
H -1.716 1.148 -4.024
O -2.551 1.591 -4.188
H -1.476 -2.695 2.915
H -1.418 -3.817 2.028
O -1.991 -3.039 2.147
H 2.114 2.965 1.589
H 3.486 2.571 1.460
O 2.870 3.151 1.005
H -2.248 4.079 -0.086
H -1.388 3.144 -1.112
O -2.154 3.201 -0.477
H 0.170 -2.190 -2.378
H 0.278 -2.830 -3.845
O 0.056 -2.994 -2.920
H 0.671 -0.221 -3.372
H -0.571 -0.137 -2.612
O -0.110 0.338 -3.323
H -1.270 -2.213 0.811
H -2.165 -1.086 0.410
O -1.316 -1.454 0.140
```

Mulliken atomic charge list, values in e, 6 entries: -0.571, 0.291, -0.559, -0.338, 1.061, 0.451